Entry 1:
8 unconnected molecules or ions with the total composition C65H76N4O2S3 in a non-equilibrium geometry, computed with ωB97M-V with the def2-TZVPD basis set.

Output
- HOMO-LUMO gap: 7.543 eV
- Structure (SMILES): CCCCCCCCCCc1c(S)c(CCSc2nnco2)c(CCCO)c2nsnc12.c1ccccc1.c1ccccc1.c1ccccc1.c1ccccc1.c1ccccc1.c1ccccc1.c1ccccc1
- M: 1041.550 g mol⁻¹

The geometry in XYZ format:
```
150
Properties=species:S:1:pos:R:3:lowdin_charge:R:1
C 3.136 1.160 -0.447 -0.13
C 1.650 0.948 -0.939 -0.25
C 0.866 2.314 -1.220 -0.22
C 1.738 3.324 -2.101 -0.20
C 0.962 4.009 -3.287 -0.19
C 0.379 5.467 -3.018 -0.20
C 1.250 6.396 -2.091 -0.20
C 0.754 6.648 -0.609 -0.21
C -0.432 5.754 -0.076 -0.19
C -1.784 6.475 -0.492 -0.17
C -3.084 5.658 -0.227 -0.12
C -4.301 6.341 0.247 -0.42
S -4.339 8.141 0.593 0.76
C -5.605 5.550 0.469 -0.14
C -6.940 6.255 0.930 -0.21
C -7.931 6.258 -0.325 -0.42
S -7.462 7.622 -1.513 0.93
C -6.577 6.893 -2.892 -0.56
N -7.070 6.174 -3.973 0.00
N -6.098 5.777 -4.787 0.00
C -4.893 6.234 -4.287 -0.10
O -5.208 6.881 -3.134 -0.06
C -5.705 4.100 0.265 -0.09
C -7.015 3.270 0.498 -0.15
C -7.529 2.481 -0.782 -0.16
C -7.230 0.932 -0.761 -0.26
O -8.411 0.161 -0.381 -0.12
C -4.494 3.343 -0.219 -0.25
N -4.350 2.013 -0.480 -0.24
S -2.788 1.777 -1.023 0.99
N -2.262 3.338 -0.925 -0.25
C -3.236 4.180 -0.452 -0.21
H 3.273 1.979 0.305 0.07
H 3.809 1.279 -1.350 0.07
H 3.464 0.201 0.051 0.07
H 1.104 0.428 -0.094 0.10
H 1.562 0.262 -1.833 0.11
H -0.022 2.032 -1.844 0.06
H 0.604 2.774 -0.230 0.10
H 2.277 4.013 -1.400 0.10
H 2.543 2.678 -2.575 0.10
H 1.549 4.034 -4.255 0.11
H 0.068 3.347 -3.517 0.10
H 0.354 5.973 -4.034 0.11
H -0.700 5.352 -2.729 0.08
H 2.315 6.014 -2.061 0.10
H 1.327 7.408 -2.594 0.10
H 1.640 6.455 0.076 0.10
H 0.546 7.756 -0.490 0.11
H -0.305 4.723 -0.488 0.07
H -0.391 5.796 1.053 0.12
H -1.855 7.418 0.130 0.08
H -1.733 6.834 -1.562 0.12
H -4.841 8.667 -0.584 -0.12
H -6.793 7.318 1.242 0.07
H -7.433 5.616 1.708 0.11
H -7.984 5.262 -0.838 0.08
H -8.989 6.508 -0.012 0.08
H -3.864 6.104 -4.680 0.14
H -7.872 3.880 0.889 0.08
H -6.749 2.490 1.278 0.13
H -8.657 2.578 -0.816 0.11
H -7.163 2.984 -1.728 0.12
H -6.892 0.578 -1.784 0.11
H -6.445 0.695 0.011 0.10
H -8.067 -0.690 -0.050 0.08
C 5.759 -1.457 -1.615 -0.10
C 6.753 -1.636 -0.661 -0.10
C 8.063 -1.265 -0.943 -0.11
C 8.379 -0.717 -2.180 -0.09
C 7.386 -0.547 -3.138 -0.10
C 6.076 -0.915 -2.855 -0.10
H 4.737 -1.740 -1.393 0.10
H 6.507 -2.066 0.304 0.10
H 8.838 -1.402 -0.197 0.10
H 9.400 -0.425 -2.399 0.10
H 7.634 -0.125 -4.106 0.10
H 5.302 -0.779 -3.602 0.10
C 5.844 3.035 2.273 -0.10
C 5.882 2.971 3.660 -0.10
C 5.165 3.889 4.419 -0.10
C 4.413 4.874 3.790 -0.10
C 4.383 4.944 2.403 -0.10
C 5.096 4.024 1.644 -0.11
H 6.398 2.316 1.681 0.10
H 6.471 2.204 4.151 0.10
H 5.193 3.836 5.502 0.10
H 3.852 5.588 4.382 0.10
H 3.801 5.716 1.912 0.09
H 5.070 4.077 0.561 0.10
C -6.958 -2.489 -3.379 -0.10
C -8.113 -1.717 -3.321 -0.10
C -8.933 -1.609 -4.438 -0.09
C -8.597 -2.270 -5.614 -0.10
C -7.437 -3.034 -5.673 -0.10
C -6.619 -3.145 -4.556 -0.10
H -6.322 -2.578 -2.505 0.10
H -8.375 -1.199 -2.405 0.08
H -9.835 -1.010 -4.392 0.10
H -9.238 -2.188 -6.484 0.10
H -7.172 -3.545 -6.592 0.10
H -5.716 -3.743 -4.602 0.10
C 9.168 -4.683 1.557 -0.09
C 8.406 -4.677 0.394 -0.10
C 7.370 -5.590 0.236 -0.09
C 7.098 -6.512 1.240 -0.09
C 7.865 -6.523 2.399 -0.10
C 8.899 -5.608 2.559 -0.09
H 9.972 -3.966 1.683 0.10
H 8.620 -3.960 -0.390 0.09
H 6.775 -5.583 -0.669 0.10
H 6.288 -7.222 1.119 0.10
H 7.656 -7.246 3.180 0.08
H 9.495 -5.616 3.464 0.10
C 6.883 -9.935 5.002 -0.09
C 6.122 -9.929 3.839 -0.11
C 5.086 -10.841 3.681 -0.11
C 4.813 -11.763 4.684 -0.09
C 5.580 -11.775 5.843 -0.09
C 6.613 -10.861 6.003 -0.09
H 7.687 -9.219 5.128 0.10
H 6.336 -9.211 3.055 0.08
H 4.490 -10.834 2.775 0.11
H 4.003 -12.473 4.561 0.10
H 5.371 -12.498 6.623 0.10
H 7.210 -10.869 6.908 0.10
C -10.708 3.690 2.225 -0.10
C -10.669 3.629 3.613 -0.09
C -11.328 4.591 4.370 -0.10
C -12.023 5.616 3.738 -0.10
C -12.056 5.681 2.350 -0.10
C -11.400 4.718 1.593 -0.10
H -10.200 2.936 1.634 0.10
H -10.124 2.832 4.105 0.10
H -11.299 4.542 5.452 0.10
H -12.539 6.364 4.329 0.10
H -12.593 6.484 1.858 0.10
H -11.427 4.767 0.510 0.10
C 9.192 -12.510 -0.912 -0.10
C 8.318 -13.553 -0.630 -0.10
C 7.440 -13.454 0.442 -0.09
C 7.438 -12.313 1.237 -0.09
C 8.318 -11.274 0.960 -0.09
C 9.194 -11.371 -0.114 -0.10
H 9.872 -12.584 -1.752 0.10
H 8.321 -14.444 -1.248 0.10
H 6.756 -14.267 0.660 0.10
H 6.752 -12.235 2.071 0.08
H 8.321 -10.386 1.584 0.09
H 9.879 -10.559 -0.331 0.10
```

Entry 2:
A molecular structure, C65H76N8O2SeW, computed with ωB97M-V with the def2-TZVPD basis set.

Output
- HOMO-LUMO gap: 5.401 eV
- Energy above the lowest of the compared OMol25 structures with the same formula, charge and spin: 0.000 eV
- M: 1264.177 g mol⁻¹
- Charge: +2

The geometry in XYZ format:
```
153
Properties=species:S:1:pos:R:3:lowdin_charge:R:1
W 0.789 -0.073 0.366 1.91
C 6.041 0.420 4.217 -0.06
C 4.863 -0.532 4.442 -0.17
C 4.143 -0.860 3.174 -0.11
C 4.325 -1.925 2.346 -0.12
C 5.290 -3.058 2.479 -0.17
C 6.543 -2.871 1.619 -0.06
C 3.430 -1.737 1.245 -0.22
N 2.689 -0.583 1.363 0.04
C 3.146 -0.036 2.559 -0.20
C 2.727 1.148 3.096 0.06
C 1.891 2.037 2.468 -0.21
C 1.581 3.326 3.009 -0.11
C 1.992 3.831 4.355 -0.18
C 3.326 4.581 4.309 -0.06
C 0.940 4.010 2.024 -0.11
C 0.856 3.122 0.907 -0.27
C 0.372 3.486 -0.319 0.01
C 0.345 2.633 -1.394 -0.26
N 0.718 1.305 -1.360 0.00
C 0.480 0.888 -2.665 -0.20
C 0.831 -0.328 -3.176 0.06
C 1.538 -1.281 -2.484 -0.21
N 1.910 -1.177 -1.163 0.03
C 2.670 -2.329 -0.962 -0.21
C 3.360 -2.606 0.180 0.07
C 2.719 -3.146 -2.138 -0.11
C 2.004 -2.492 -3.090 -0.11
C 1.755 -2.891 -4.509 -0.17
C 2.734 -2.232 -5.484 -0.06
C 3.392 -4.476 -2.235 -0.17
C 2.513 -5.592 -1.662 -0.07
C -0.076 1.932 -3.474 -0.12
C -0.135 3.035 -2.683 -0.13
C -0.571 4.420 -3.040 -0.17
C 0.605 5.380 -3.241 -0.06
C -0.420 1.807 -4.924 -0.18
C 0.763 2.133 -5.838 -0.06
N 1.402 1.875 1.188 -0.01
C 0.373 5.392 2.072 -0.17
C -1.129 5.371 2.371 -0.06
H 6.530 0.658 5.160 0.08
H 5.712 1.353 3.758 0.07
H 6.782 -0.029 3.555 0.07
H 4.165 -0.097 5.162 0.11
H 5.218 -1.458 4.895 0.11
H 4.797 -3.999 2.219 0.11
H 5.580 -3.152 3.526 0.11
H 6.292 -2.785 0.560 0.07
H 7.222 -3.713 1.739 0.08
H 7.075 -1.964 1.904 0.07
H 3.131 1.430 4.057 0.13
H 2.058 3.003 5.064 0.11
H 1.207 4.488 4.736 0.12
H 4.124 3.934 3.941 0.07
H 3.605 4.935 5.300 0.08
H 3.268 5.442 3.644 0.08
H 0.003 4.492 -0.450 0.13
H 0.607 -0.527 -4.213 0.12
H 3.947 -3.513 0.219 0.12
H 0.724 -2.648 -4.781 0.11
H 1.832 -3.977 -4.585 0.12
H 2.676 -1.144 -5.428 0.07
H 2.519 -2.531 -6.508 0.08
H 3.760 -2.517 -5.254 0.08
H 4.355 -4.451 -1.719 0.11
H 3.621 -4.685 -3.280 0.12
H 2.217 -5.371 -0.635 0.07
H 3.038 -6.546 -1.672 0.08
H 1.601 -5.699 -2.250 0.07
H -1.240 4.807 -2.266 0.10
H -1.163 4.376 -3.956 0.11
H 1.222 5.449 -2.344 0.07
H 0.248 6.379 -3.485 0.08
H 1.248 5.042 -4.054 0.07
H -1.251 2.480 -5.147 0.11
H -0.785 0.799 -5.136 0.11
H 1.094 3.161 -5.691 0.07
H 0.490 2.011 -6.885 0.08
H 1.612 1.480 -5.629 0.07
H 0.555 5.909 1.127 0.12
H 0.898 5.969 2.834 0.11
H -1.671 4.800 1.614 0.04
H -1.533 6.382 2.391 0.09
H -1.325 4.906 3.338 0.09
O 0.255 -0.172 2.277 -0.35
C 0.572 -0.923 3.321 -0.32
C 0.434 -0.389 4.611 0.01
C 0.782 -1.153 5.699 -0.03
C 1.241 -2.475 5.551 -0.05
C 1.304 -3.028 4.300 -0.01
C 0.966 -2.260 3.167 -0.15
C 0.760 -2.870 1.903 -0.02
N 0.460 -2.207 0.829 -0.10
N -0.093 -2.981 -0.173 0.15
C -0.674 -2.196 -1.010 -0.40
O -0.646 -0.888 -0.816 -0.29
C -1.377 -2.721 -2.192 -0.14
C -1.986 -1.852 -3.090 -0.04
C -2.615 -2.350 -4.221 -0.06
C -2.636 -3.718 -4.455 -0.06
C -2.035 -4.588 -3.554 -0.05
C -1.408 -4.096 -2.423 -0.01
H 0.084 0.630 4.716 0.13
H 0.699 -0.729 6.691 0.12
H 1.507 -3.056 6.423 0.11
H 1.598 -4.062 4.168 0.13
H 0.695 -3.953 1.831 0.16
H -1.952 -0.789 -2.899 0.10
H -3.089 -1.673 -4.920 0.11
H -3.123 -4.108 -5.339 0.11
H -2.057 -5.654 -3.735 0.11
H -0.937 -4.765 -1.715 0.11
C -5.534 0.449 2.372 -0.09
C -4.915 -0.640 3.248 -0.23
C -3.405 -0.812 3.082 -0.19
C -2.962 -1.547 1.822 -0.11
N -3.385 -0.924 0.561 0.02
C -2.932 0.227 0.047 -0.53
Se -1.596 1.324 0.781 1.02
N -3.595 0.491 -1.092 0.02
C -3.420 1.656 -1.962 -0.13
C -4.604 2.615 -1.914 -0.16
C -4.818 3.279 -0.559 -0.23
C -3.678 4.205 -0.153 -0.11
C -4.498 -0.538 -1.332 -0.15
C -5.373 -0.773 -2.391 0.00
C -6.107 -1.939 -2.340 -0.05
C -5.979 -2.844 -1.274 -0.05
C -5.104 -2.618 -0.233 0.02
C -4.355 -1.445 -0.288 -0.15
H -6.515 0.738 2.750 0.08
H -5.676 0.128 1.339 0.06
H -4.909 1.346 2.368 0.07
H -5.417 -1.596 3.071 0.11
H -5.105 -0.394 4.294 0.11
H -3.013 -1.407 3.913 0.12
H -2.909 0.158 3.134 0.08
H -3.391 -2.548 1.811 0.13
H -1.877 -1.652 1.791 0.09
H -3.270 1.278 -2.977 0.13
H -2.498 2.144 -1.649 0.08
H -5.511 2.093 -2.219 0.11
H -4.421 3.382 -2.672 0.13
H -4.980 2.514 0.206 0.09
H -5.745 3.853 -0.608 0.12
H -2.739 3.663 -0.002 -0.01
H -3.909 4.724 0.776 0.08
H -3.507 4.965 -0.920 0.08
H -5.472 -0.085 -3.217 0.12
H -6.800 -2.163 -3.138 0.12
H -6.581 -3.742 -1.273 0.12
H -5.014 -3.324 0.580 0.12
```

Entry 3:
13 unconnected molecules or ions with the total composition C65H82BrF9N13O5S in a non-equilibrium geometry, computed with ωB97M-V with the def2-TZVPD basis set.

Output
- HOMO-LUMO gap: 4.087 eV
- M: 1408.410 g mol⁻¹
- Charge: +1

The geometry in XYZ format:
```
176
Properties=species:S:1:pos:R:3:lowdin_charge:R:1
C -0.986 -0.811 1.781 -0.05
C 0.401 -0.306 1.238 -0.24
O 0.181 0.669 0.202 -0.21
C -0.392 0.086 -0.981 -0.16
C -1.911 0.514 -1.194 -0.16
O -2.460 1.273 -0.121 -0.14
C -2.522 2.659 -0.413 -0.17
C -1.277 3.464 0.131 -0.18
O -0.987 3.158 1.500 -0.12
C -0.209 4.184 2.128 -0.13
C 1.298 3.818 1.899 -0.13
N 1.817 4.033 0.646 0.15
C 3.105 3.730 0.268 0.06
C 4.039 3.139 1.192 -0.06
C 5.514 2.728 0.810 -0.08
C 5.613 1.305 0.147 -0.04
C 5.213 1.257 -1.381 -0.37
F 5.050 2.604 -1.776 0.05
F 6.288 0.805 -2.097 0.09
C 3.843 0.561 -1.707 -0.37
F 3.296 1.226 -2.779 0.11
F 2.996 0.827 -0.647 0.08
S 3.853 -1.294 -1.960 0.92
F 2.908 -1.491 -0.616 -0.18
F 2.448 -1.125 -2.804 -0.16
F 4.715 -1.230 -3.317 -0.11
F 5.137 -1.561 -1.005 -0.14
F 3.742 -2.938 -2.178 -0.16
C 3.538 2.925 2.571 0.00
C 4.411 2.345 3.718 -0.48
O 5.238 3.051 4.220 0.16
O 4.228 1.058 4.195 0.08
C 2.142 3.270 2.940 -0.42
Br 1.534 2.973 4.764 0.90
H -1.480 -1.465 1.008 0.08
H -0.853 -1.474 2.684 0.08
H -1.639 0.053 2.064 0.08
H 0.958 0.206 2.074 0.12
H 1.051 -1.144 0.877 0.08
H 0.249 0.341 -1.870 0.12
H -0.308 -1.034 -0.868 0.12
H -2.506 -0.443 -1.241 0.13
H -2.004 0.988 -2.204 0.13
H -2.588 2.896 -1.512 0.14
H -3.446 3.106 0.054 0.11
H -1.418 4.562 -0.062 0.13
H -0.403 3.124 -0.500 0.12
H -0.396 4.047 3.228 0.10
H -0.475 5.213 1.781 0.14
H 1.190 4.423 -0.062 0.17
H 3.378 3.967 -0.782 0.16
H 6.039 2.645 1.805 0.12
H 6.051 3.536 0.260 0.14
H 6.688 0.981 0.245 0.14
H 5.022 0.557 0.743 0.14
H 3.624 1.158 4.963 0.10
N -5.025 5.704 -0.697 0.00
C -5.760 5.883 -1.839 -0.13
C -5.430 7.102 -2.370 -0.10
C -4.453 7.681 -1.520 -0.10
C -4.222 6.794 -0.498 -0.16
H -5.068 4.898 -0.098 0.13
H -6.455 5.129 -2.173 0.10
H -5.842 7.531 -3.270 0.10
H -3.973 8.640 -1.644 0.09
H -3.558 6.845 0.351 0.09
N -5.976 2.010 -2.004 0.01
C -6.163 1.040 -2.953 -0.13
C -6.366 -0.151 -2.304 -0.10
C -6.305 0.111 -0.911 -0.10
C -6.066 1.451 -0.757 -0.15
H -5.800 2.981 -2.194 0.11
H -6.134 1.280 -4.003 0.11
H -6.541 -1.104 -2.777 0.09
H -6.423 -0.604 -0.112 0.08
H -5.952 2.055 0.130 0.10
N 1.641 -4.645 -0.302 0.02
C 1.272 -5.954 -0.432 -0.13
C 0.786 -6.381 0.782 -0.09
C 0.869 -5.275 1.670 -0.10
C 1.395 -4.228 0.970 -0.15
H 2.035 -4.074 -1.024 0.11
H 1.386 -6.467 -1.372 0.09
H 0.416 -7.369 1.005 0.10
H 0.572 -5.253 2.707 0.08
H 1.618 -3.217 1.269 0.08
N -3.895 8.279 -7.140 0.00
C -4.083 7.310 -8.087 -0.14
C -4.289 6.119 -7.440 -0.11
C -4.227 6.381 -6.047 -0.12
C -3.986 7.722 -5.893 -0.15
H -3.718 9.250 -7.330 0.15
H -4.054 7.551 -9.138 0.11
H -4.465 5.166 -7.913 0.09
H -4.347 5.666 -5.247 0.08
H -3.870 8.326 -5.008 0.10
N -1.818 9.860 -0.089 -0.01
C -0.676 10.119 -0.800 -0.15
C -0.415 11.461 -0.705 -0.11
C -1.435 12.034 0.097 -0.11
C -2.284 11.023 0.464 -0.14
H -2.248 8.957 0.011 0.11
H -0.151 9.327 -1.310 0.10
H 0.417 11.975 -1.161 0.09
H -1.535 13.072 0.374 0.09
H -3.177 11.029 1.068 0.11
N -6.436 -2.950 2.019 0.01
C -7.106 -4.132 2.184 -0.16
C -8.168 -3.904 3.021 -0.10
C -8.141 -2.529 3.371 -0.10
C -7.064 -1.967 2.735 -0.15
H -5.611 -2.823 1.459 0.14
H -6.769 -5.031 1.692 0.10
H -8.885 -4.641 3.345 0.10
H -8.834 -2.011 4.015 0.09
H -6.689 -0.956 2.732 0.10
N -0.138 -3.249 5.454 -0.01
C -0.859 -4.401 5.591 -0.14
C -1.924 -4.146 6.414 -0.10
C -1.844 -2.774 6.784 -0.11
C -0.731 -2.250 6.171 -0.16
H 0.700 -3.152 4.908 0.14
H -0.549 -5.305 5.091 0.10
H -2.676 -4.858 6.714 0.09
H -2.524 -2.234 7.424 0.09
H -0.313 -1.256 6.186 0.09
N -6.527 -6.891 3.796 0.00
C -6.713 -7.863 2.850 -0.15
C -6.914 -9.054 3.499 -0.11
C -6.853 -8.790 4.891 -0.11
C -6.616 -7.448 5.043 -0.14
H -6.353 -5.918 3.604 0.10
H -6.684 -7.624 1.798 0.10
H -7.086 -10.008 3.027 0.09
H -6.970 -9.504 5.692 0.09
H -6.502 -6.842 5.927 0.10
N 10.000 -2.619 -0.318 0.01
C 9.674 -1.359 -0.736 -0.13
C 8.349 -1.363 -1.094 -0.12
C 7.857 -2.677 -0.878 -0.11
C 8.899 -3.427 -0.397 -0.12
H 10.910 -2.907 -0.002 0.15
H 10.409 -0.571 -0.745 0.11
H 7.798 -0.520 -1.466 0.06
H 6.856 -3.033 -1.053 0.07
H 8.953 -4.463 -0.105 0.11
N 7.423 3.079 6.247 0.00
C 8.607 3.069 5.561 -0.15
C 9.626 3.175 6.474 -0.11
C 9.034 3.247 7.760 -0.11
C 7.675 3.183 7.588 -0.14
H 6.509 3.019 5.828 0.09
H 8.622 2.988 4.486 0.10
H 10.679 3.198 6.243 0.09
H 9.546 3.335 8.705 0.09
H 6.867 3.203 8.303 0.10
N 4.102 -5.630 -5.653 0.01
C 3.738 -6.943 -5.787 -0.13
C 3.258 -7.374 -4.578 -0.12
C 3.329 -6.279 -3.679 -0.11
C 3.852 -5.214 -4.373 -0.14
H 4.492 -5.060 -6.382 0.15
H 3.853 -7.455 -6.728 0.11
H 2.894 -8.367 -4.363 0.09
H 3.030 -6.271 -2.643 0.06
H 4.068 -4.204 -4.070 0.08
N -0.022 -8.060 -5.562 0.00
C -0.316 -7.660 -6.836 -0.15
C -0.719 -8.763 -7.544 -0.11
C -0.672 -9.872 -6.661 -0.11
C -0.241 -9.406 -5.445 -0.15
H 0.304 -7.459 -4.825 0.13
H -0.211 -6.628 -7.129 0.10
H -1.016 -8.773 -8.581 0.09
H -0.926 -10.894 -6.890 0.09
H -0.071 -9.915 -4.510 0.10
```

Among the records above, which one has the lowest HOMO-LUMO gap? C65H82BrF9N13O5S